68
Properties=species:S:1:pos:R:3 method="wB97M-V/def2-TZVPD" gap_ev=5.4465 charge=+1 homo_ev=-9.877 e_tot_ha=-1879.61507 lumo_ev=-4.43
C 4.0297 -0.9656 3.8686
O 3.2887 0.2741 3.8506
C 1.9293 0.2538 3.8193
C 1.2929 1.5219 3.8360
C -0.0760 1.6130 3.7691
C -0.8647 0.4282 3.6629
C -2.2706 0.5463 3.4367
O -3.0458 -0.5018 3.5547
C -4.4606 -0.3155 3.7771
C -0.2312 -0.8451 3.7480
C 1.1436 -0.9321 3.8121
H 5.0670 -0.6400 3.8754
H 3.8142 -1.5516 4.7720
H 3.8303 -1.5684 2.9726
H 1.9325 2.4094 3.8878
H -0.5844 2.5827 3.7638
H -2.7406 1.5348 3.3135
H -4.8820 -1.3182 3.8735
H -4.6394 0.2577 4.6978
H -4.9253 0.2080 2.9253
H -0.8334 -1.7503 3.7151
H 1.6371 -1.9035 3.8502
C 1.9902 4.7104 -2.5729
O 0.6255 4.3862 -2.9166
C -0.0943 3.5791 -2.0908
C -1.4144 3.2815 -2.4988
C -2.1835 2.3874 -1.7754
C -1.6461 1.7138 -0.6597
P -2.5094 0.3533 0.2246
C -4.1141 0.2963 -0.6796
C -4.3875 -0.5896 -1.7414
C -5.5451 -0.4608 -2.4896
C -6.4991 0.5296 -2.1630
O -7.5589 0.6490 -3.0089
C -8.5616 1.6563 -2.7476
C -6.2927 1.3467 -1.0270
C -5.1208 1.2113 -0.2939
C -1.6576 -1.1148 -0.4820
C -1.9888 -2.3867 0.0381
C -1.5492 -3.5529 -0.5745
C -0.6954 -3.4673 -1.7004
O -0.2838 -4.5368 -2.4353
C -0.7173 -5.8635 -2.0644
C -0.2547 -2.1987 -2.1423
C -0.7148 -1.0476 -1.5280
C -0.3682 2.1005 -0.1940
C 0.4125 3.0070 -0.8988
H 2.2852 5.4002 -3.3642
H 2.0519 5.1981 -1.5902
H 2.6252 3.8127 -2.5857
H -1.7785 3.7701 -3.3995
H -3.2080 2.2109 -2.0954
H -3.6951 -1.3887 -1.9997
H -5.7591 -1.0925 -3.3483
H -9.2944 1.4846 -3.5372
H -9.0195 1.5212 -1.7573
H -8.1369 2.6681 -2.8274
H -7.0507 2.0823 -0.7461
H -4.9821 1.8332 0.5945
H -2.6114 -2.4609 0.9343
H -1.8595 -4.5350 -0.2068
H -0.1917 -6.5007 -2.7766
H -0.4240 -6.1103 -1.0346
H -1.8054 -5.9717 -2.1803
H 0.4331 -2.1768 -2.9847
H -0.3347 -0.0901 -1.8786
H 0.0257 1.6815 0.7352
H 1.4153 3.2722 -0.5540

---

14
Properties=species:S:1:pos:R:3 method="wB97M-V/def2-TZVPD" gap_ev=8.9184 charge=0 de_lowest_kcal_mol=119.68 homo_ev=-7.889 e_tot_ha=-270.36717 lumo_ev=1.03
C 0.7110 -0.3796 1.5614
C -0.1118 -0.5668 0.2945
C -1.0332 0.6367 0.0606
C -0.4914 -0.0345 -2.1121
O -0.1323 1.1534 -1.0092
C 0.5249 -0.1966 -1.0500
H 1.1475 0.6260 1.6016
H 1.5158 -1.1132 1.6588
H 0.0528 -0.4826 2.4337
H -0.5840 -1.5517 0.2539
H -1.0890 1.3972 0.8365
H -2.0119 0.3859 -0.3521
H 0.0000 0.3908 -2.9945
H 1.6073 -0.2478 -1.2104

---

21
Properties=species:S:1:pos:R:3 method="wB97M-V/def2-TZVPD" gap_ev=10.1932 charge=0 de_lowest_kcal_mol=17.54 homo_ev=-9.119 smiles=CCC[C@H](N)CN e_tot_ha=-308.39511 lumo_ev=1.07
C -2.5707 -0.7421 -0.0187
C -1.9469 0.5390 0.4143
C -0.6769 0.8282 -0.3536
C 0.5220 -0.0637 0.0930
N 0.7862 0.1005 1.5246
C 1.8033 0.3347 -0.7323
N 2.9748 -0.4116 -0.3393
H -2.0301 -1.6659 -0.1163
H -2.9504 -0.6955 -1.0434
H -3.4122 -1.0512 0.6244
H -1.7606 0.5910 1.4933
H -2.6544 1.3316 0.1570
H -0.7642 0.7358 -1.4272
H -0.2801 1.8184 -0.1558
H 0.3721 -1.1494 -0.1031
H 1.8568 0.1045 1.4862
H 0.5868 -0.7050 2.1057
H 1.9214 1.4005 -0.5528
H 1.5807 0.2249 -1.7836
H 3.8679 -0.1474 -0.7300
H 2.7744 -1.3773 -0.5423

---

23
Properties=species:S:1:pos:R:3 method="wB97M-V/def2-TZVPD" gap_ev=7.8698 charge=0 de_lowest_kcal_mol=187.37 homo_ev=-8.694 e_tot_ha=-1080.85617 lumo_ev=-0.82
C -4.1028 -1.1411 -0.4925
C -1.9194 -1.1595 0.0086
C -2.1674 0.3618 -0.0284
C 0.1393 0.7758 -1.0795
C -1.0993 1.2799 -0.5303
C -0.7142 -1.7019 0.1435
C 0.7473 -0.3575 -0.8654
C -1.3730 1.1548 1.0392
C 2.7412 -1.3055 -0.2976
N -3.1006 -1.8356 -0.2005
N -0.2793 -3.0715 0.1945
O 0.5273 -3.3946 -0.6539
O -0.7366 -3.7527 1.0943
O 1.8937 -0.7898 -1.3113
S -3.8443 0.6099 -0.3372
H -4.9763 -1.4660 -0.9016
H 0.6515 1.6044 -1.7865
H -1.5462 2.1895 -0.9873
H -1.7781 1.9040 1.6106
H -0.6270 0.5856 1.5491
H 2.4184 -2.4000 -0.2334
H 2.4938 -0.7907 0.6386
H 3.7972 -1.1834 -0.5765

---

20
Properties=species:S:1:pos:R:3 method="wB97M-V/def2-TZVPD" gap_ev="8.2093 / 7.2940" charge=0 de_lowest_kcal_mol=109.13 homo_ev="-8.742 / -8.011" e_tot_ha=-913.05474 lumo_ev="-0.53 / -0.72"
C -1.8108 -1.4569 2.2271
C -1.7267 -0.1095 1.9583
C 0.2135 -1.1234 1.6659
C 0.8108 0.3412 -2.9436
C 0.9533 0.3692 -1.4967
C 0.4246 1.1428 1.4558
N -0.5792 -2.0347 2.1016
N 1.5532 -0.3999 -3.6188
N -0.3964 0.0836 1.6986
N 0.1220 1.3686 -0.8692
Cl -1.5450 0.7788 -0.9786
H -2.7104 -2.0870 2.3626
H -2.4930 0.6877 2.0415
H 1.3499 -1.1710 1.6167
H -0.0418 1.0142 -3.3901
H 0.8818 -0.5823 -0.9168
H 2.0669 0.6794 -1.2352
H 1.4544 0.7971 1.2440
H 0.1494 2.2088 1.6473
H 1.3235 -0.5067 -4.5704

---

78
Properties=species:S:1:pos:R:3 method="wB97M-V/def2-TZVPD" gap_ev=5.8924 charge=+3 de_lowest_kcal_mol=39.31 homo_ev=-16.267 e_tot_ha=-2103.63648 lumo_ev=-10.37
Au -0.0570 0.0741 0.1894
C -2.2379 2.5568 -1.0833
C -0.7658 2.7996 -1.4252
C -0.4549 4.3152 -1.6214
C 0.4272 4.5929 -2.7881
C 0.8413 3.6344 -3.6215
C 0.6071 2.1982 -3.4233
C 1.4203 1.2820 -4.2748
C -0.2197 1.8159 -2.4199
N -0.2791 0.4997 -1.9175
C -0.5127 -0.5775 -2.5899
C -1.0465 -0.6176 -3.9732
C -0.1893 -1.8616 -1.8761
C -0.1147 -3.1220 -2.6523
N 0.0962 -1.7830 -0.6220
C 0.7045 -2.8714 0.1006
C 2.0704 -3.0959 -0.0945
C 2.9189 -2.2800 -1.0286
C 2.6451 -4.1494 0.6141
C 1.8888 -4.9338 1.4676
C 0.5366 -4.6730 1.6461
C -0.0827 -3.6285 0.9729
C -1.5428 -3.3437 1.1507
H -2.8559 3.3355 -1.5294
H -2.4347 2.5584 -0.0107
H -2.5859 1.6027 -1.4706
H -1.3586 4.9252 -1.6945
H 0.6874 5.6263 -2.9856
H 1.4474 3.9015 -4.4781
H 2.4018 1.7200 -4.4522
H 0.9534 1.1520 -5.2555
H 1.5608 0.2963 -3.8312
H -1.3306 0.3764 -4.3078
H -1.9242 -1.2680 -3.9903
H -0.3250 -1.0358 -4.6778
H -1.0258 -3.2522 -3.2378
H 0.0391 -3.9844 -2.0106
H 0.7118 -3.0603 -3.3670
H 2.4781 -1.3153 -1.2856
H 3.1047 -2.8243 -1.9572
H 3.8921 -2.0870 -0.5790
H 3.6995 -4.3559 0.4827
H 2.3530 -5.7550 1.9966
H -0.0498 -5.2945 2.3104
H -1.9805 -4.0387 1.8638
H -2.0879 -3.4439 0.2092
H -1.7093 -2.3264 1.5134
C -0.0145 -0.9595 5.2580
N -0.4623 0.2635 4.5906
C -1.1982 1.2756 5.1817
C -1.4054 2.2250 4.2589
N -0.7794 1.7995 3.0799
C -0.2107 0.5737 3.3228
S 0.7194 -0.4575 2.3060
C -0.5613 2.5755 1.9426
C -0.8914 3.9973 1.9840
C -0.6057 4.8138 0.9605
C 0.2061 4.3593 -0.1987
C 0.2528 2.8353 -0.2586
N -0.0973 2.0152 0.8806
H -0.4129 -0.9597 6.2677
H 1.0730 -0.9817 5.2990
H -0.3876 -1.8248 4.7122
H -1.5180 1.2180 6.2078
H -1.9561 3.1429 4.3323
H -1.3968 4.3791 2.8563
H -0.9145 5.8520 1.0099
H 1.1795 4.8537 -0.1603
H 1.2336 2.5001 -0.6009
C -5.9131 -0.8112 1.2908
C -5.2733 -1.0944 -0.0727
C -3.8634 -0.7467 -0.1022
N -2.7456 -0.4742 -0.1238
H -6.9633 -1.0909 1.2550
H -5.8527 0.2465 1.5405
H -5.4345 -1.3917 2.0776
H -5.7655 -0.5279 -0.8666
H -5.3520 -2.1523 -0.3340

---

8
Properties=species:S:1:pos:R:3 method="wB97M-V/def2-TZVPD" gap_ev="9.6185 / 9.6154" charge=0 de_lowest_kcal_mol=84.03 homo_ev="-10.194 / -10.191" e_tot_ha=-374.34522 lumo_ev="-0.58 / -0.58"
C -2.2573 -0.0103 -0.0059
N -0.1299 -1.0223 0.0256
N -0.1203 0.9733 -0.0834
O -3.4226 -0.0070 -0.0669
O -1.4661 -1.1010 0.1400
O -1.4659 1.1352 0.0217
H 0.0248 -1.1498 -0.9083
H 0.2808 1.4292 0.8071

---

14
Properties=species:S:1:pos:R:3 method="wB97M-V/def2-TZVPD" gap_ev=5.7362 charge=-2 de_lowest_kcal_mol=0.00 homo_ev=0.425 e_tot_ha=-1231.20211 lumo_ev=6.16
C 2.7387 0.1857 0.9282
C -1.5049 -1.1009 -0.9129
N -0.0060 0.4677 1.0245
O 1.4515 2.0472 -0.4017
O 1.1874 -0.2791 -1.1236
O -1.8175 1.4927 -0.7106
O -2.5503 0.1208 1.1615
S 1.3116 0.6449 0.0389
S -1.4792 0.3825 0.1782
H 2.7159 0.8611 1.8023
H 2.4636 -0.8139 1.3056
H -2.3369 -0.9534 -1.5925
H -0.5378 -1.0758 -1.4057
H -1.6359 -1.9796 -0.2922

---

Please write out number 8 again, unchanged.
14
Properties=species:S:1:pos:R:3 method="wB97M-V/def2-TZVPD" gap_ev=5.7362 charge=-2 de_lowest_kcal_mol=0.00 homo_ev=0.425 e_tot_ha=-1231.20211 lumo_ev=6.16
C 2.7387 0.1857 0.9282
C -1.5049 -1.1009 -0.9129
N -0.0060 0.4677 1.0245
O 1.4515 2.0472 -0.4017
O 1.1874 -0.2791 -1.1236
O -1.8175 1.4927 -0.7106
O -2.5503 0.1208 1.1615
S 1.3116 0.6449 0.0389
S -1.4792 0.3825 0.1782
H 2.7159 0.8611 1.8023
H 2.4636 -0.8139 1.3056
H -2.3369 -0.9534 -1.5925
H -0.5378 -1.0758 -1.4057
H -1.6359 -1.9796 -0.2922

---

What did the eighth record say?
14
Properties=species:S:1:pos:R:3 method="wB97M-V/def2-TZVPD" gap_ev=5.7362 charge=-2 de_lowest_kcal_mol=0.00 homo_ev=0.425 e_tot_ha=-1231.20211 lumo_ev=6.16
C 2.7387 0.1857 0.9282
C -1.5049 -1.1009 -0.9129
N -0.0060 0.4677 1.0245
O 1.4515 2.0472 -0.4017
O 1.1874 -0.2791 -1.1236
O -1.8175 1.4927 -0.7106
O -2.5503 0.1208 1.1615
S 1.3116 0.6449 0.0389
S -1.4792 0.3825 0.1782
H 2.7159 0.8611 1.8023
H 2.4636 -0.8139 1.3056
H -2.3369 -0.9534 -1.5925
H -0.5378 -1.0758 -1.4057
H -1.6359 -1.9796 -0.2922